Here is a structure of composition C30H44BrCeClN2P2 at a distorted geometry from the Open Molecules 2025 dataset. Energies are from ωB97M-V/def2-TZVPD.

- LUMO (alpha / beta): -15.477 / -15.477 eV
- Charge: +4
- HOMO-LUMO gap (alpha / beta): 4.11 / 4.11 eV
- Spin multiplicity: 1

Cartesian coordinates (Å):
N -5.35896 -1.78156 3.99452
C -4.58214 -0.83413 4.51439
C -4.25137 0.33874 3.83103
C -4.73041 0.50827 2.50224
C -5.60733 -0.48348 2.00625
C -5.88657 -1.60383 2.79366
C -4.24173 1.55390 1.63843
Ce 0.16435 1.62442 -0.85241
P 3.06141 0.01016 -1.46568
C -4.37208 1.52877 0.27284
C -3.41031 2.20898 -0.59246
C -3.22641 1.79202 -1.94950
C -2.13950 2.27541 -2.70811
C -1.20601 3.00735 -1.98190
C -1.41644 3.64340 -0.77078
C -2.52296 3.16778 -0.03110
Br 1.33611 3.34630 -2.66616
H -3.77258 2.40800 2.14702
H -5.09077 0.85931 -0.21632
H -3.58843 1.06487 4.30805
H -6.02583 -0.43552 1.00386
H -4.20159 -1.01063 5.52073
H -6.54742 -2.38125 2.41057
H -3.87514 1.01511 -2.36766
H -2.70307 3.52819 0.97247
H -2.05368 2.12279 -3.78194
H -0.74949 4.40503 -0.35937
P -0.57049 -1.63997 -0.16606
C 3.60941 1.61886 -0.73494
C 4.53867 2.53940 -1.52560
H 4.07160 1.34107 0.22323
H 2.70372 2.20547 -0.49795
H 4.78979 3.38057 -0.86566
H 5.48671 2.07435 -1.81795
H 4.05261 2.97929 -2.40617
C 2.72443 0.25601 -3.27952
C 3.85827 0.45411 -4.27727
H 2.07592 1.15498 -3.32344
H 2.08247 -0.60290 -3.55897
H 3.39774 0.65920 -5.24937
H 4.47602 1.32383 -4.03375
H 4.50562 -0.41948 -4.40563
C 4.52084 -1.09300 -1.52316
C 5.88829 -0.42418 -1.51842
H 4.39072 -1.69858 -2.43667
H 4.41988 -1.77115 -0.65853
H 6.64981 -1.20426 -1.40397
H 6.08480 0.09075 -2.46760
H 6.01118 0.28475 -0.69131
C 0.29384 -3.08453 0.62693
C 1.76951 -3.26678 0.29356
H -0.27796 -3.97127 0.29674
H 0.15819 -2.98828 1.71358
H 2.05615 -4.29204 0.57047
H 1.98155 -3.11853 -0.77525
H 2.41151 -2.58697 0.86715
C -0.53153 -2.36758 -1.86681
C -1.47962 -1.69907 -2.84213
H -0.78142 -3.43074 -1.73965
H 0.50181 -2.31724 -2.22540
H -1.60675 -2.35061 -3.71765
H -2.47144 -1.52346 -2.40732
H -1.10904 -0.73628 -3.21455
C -2.30396 -2.16817 0.28131
C -2.55491 -2.82865 1.63454
H -2.60606 -2.86097 -0.52215
H -2.91230 -1.25609 0.19385
H -3.58919 -3.19683 1.65117
H -1.88759 -3.68152 1.81614
H -2.45698 -2.12327 2.46992
Cl 0.10127 3.04425 5.05448
C 0.78587 1.96566 3.90654
C 1.82835 1.11967 4.29682
C 2.30491 0.22943 3.33095
C 1.75728 0.26028 2.04181
N 0.81215 1.13763 1.64045
C 0.27020 1.92971 2.60035
H 2.18896 1.15584 5.32259
H 3.09303 -0.48114 3.57287
H 2.06670 -0.44010 1.26642
H -0.58215 2.54007 2.30833

Atomic forces in eV per Å
0.082 -0.111 0.288
0.253 0.678 0.043
0.162 -0.043 0.146
0.086 0.254 -0.423
-0.012 -0.789 -0.062
-0.270 0.552 -0.866
-0.795 -0.187 2.195
3.051 -4.125 1.665
-0.064 1.058 -1.364
1.174 0.762 -2.737
-1.632 -1.645 1.751
1.051 0.195 -0.855
-1.484 0.017 0.102
0.765 0.746 -0.945
-2.251 0.853 1.516
1.655 1.018 -0.851
-2.120 0.632 0.311
0.227 -0.595 -0.206
0.501 0.144 0.228
-0.258 -0.130 -0.206
-0.057 0.032 0.287
-0.096 0.033 -0.226
0.116 0.121 0.173
0.100 0.487 -0.058
0.220 0.218 -0.063
0.197 -0.479 0.139
-0.037 -0.083 -0.081
-0.244 -1.434 -0.647
0.252 -0.593 -0.166
0.137 0.641 0.175
-0.232 0.156 -0.051
-0.025 0.122 0.372
0.014 -0.113 -0.193
-0.470 0.077 0.001
0.181 -0.245 0.054
-0.978 0.237 0.481
0.283 0.135 -0.253
0.250 -0.765 -0.194
0.305 0.271 0.012
0.135 -0.103 0.073
-0.060 -0.222 -0.003
-0.169 0.134 0.140
-0.366 -1.079 0.806
0.315 0.280 -0.132
-0.105 0.122 0.402
0.216 0.060 -0.350
-0.168 0.135 -0.011
-0.015 -0.123 0.301
0.053 -0.244 -0.153
0.516 0.542 0.657
0.177 -0.120 -0.024
0.081 0.498 0.087
0.095 -0.154 -0.255
0.067 0.343 -0.186
-0.025 -0.193 0.271
-0.123 -0.106 -0.079
0.245 0.415 0.063
-0.277 -0.205 -0.382
0.046 0.289 -0.077
-0.126 -0.087 -0.076
-0.075 0.344 0.125
0.107 -0.132 -0.107
0.141 0.072 -0.006
-0.297 0.666 -0.181
-0.017 0.028 0.278
0.090 0.310 0.215
-0.244 -0.294 -0.054
0.297 0.003 0.002
-0.389 0.265 -0.020
0.104 -0.124 -0.130
-0.034 -0.089 -0.222
-0.541 0.170 -0.170
-0.284 -0.133 -0.787
-0.334 0.198 -0.185
0.386 0.009 -0.163
-0.537 0.216 0.464
0.815 -0.128 0.231
0.091 -0.068 -0.238
-0.214 0.096 -0.097
0.169 0.154 0.279
0.219 0.154 0.206

Löwdin population analysis, charges in e, atoms 1 to 2: number 1, N, carries 0.15; number 2, C, carries -0.07